# 1
Molecular formula: H28O14
Method: DFT, ωB97M-V with the def2-TZVPD basis set

Geometry (Å):
1 O 2.055 0.775 -1.531
2 H 2.712 0.249 -1.611
3 H 2.113 1.358 -0.681
4 O 2.446 0.161 1.665
5 H 1.959 -0.592 1.852
6 H 1.901 1.038 1.597
7 O -2.228 -1.429 2.037
8 H -3.043 -1.205 2.415
9 H -2.276 -2.064 1.393
10 O 1.741 2.159 0.693
11 H 2.762 1.887 0.966
12 H 1.403 3.046 0.529
13 O 0.260 -1.516 1.938
14 H -0.578 -1.351 2.426
15 H 0.402 -2.443 2.276
16 O -0.805 1.286 2.880
17 H -0.382 0.720 3.404
18 H -1.526 0.740 2.455
19 O 0.910 0.741 -4.108
20 H 1.509 0.882 -3.285
21 H 0.821 -0.189 -4.096
22 O -0.255 -0.218 -0.624
23 H 0.588 0.212 -0.848
24 H -0.137 -0.640 0.271
25 O -3.358 1.033 -1.367
26 H -2.967 0.289 -1.692
27 H -2.665 1.494 -1.546
28 O 3.033 -1.912 0.049
29 H 3.903 -1.964 0.482
30 H 2.855 -1.033 0.494
31 O 1.052 -3.367 -1.167
32 H 1.801 -2.879 -1.007
33 H 0.425 -2.723 -0.910
34 O -2.491 1.496 1.428
35 H -2.354 1.530 0.428
36 H -2.867 0.668 1.585
37 O -2.836 -1.104 -1.050
38 H -2.860 -1.816 -1.762
39 H -1.995 -0.653 -0.941
40 O -0.723 2.330 -1.840
41 H 0.080 1.754 -1.848
42 H -0.389 3.243 -1.347

Forces on atoms 1 to 6 (eV/Å):
O -6.780 7.037 2.143
H 7.186 -5.779 -0.565
H -0.036 -1.236 -1.822
O 2.024 3.626 -0.446
H -2.404 -1.852 1.103
H -0.517 -3.401 1.069

The HOMO energy comes out at -10.3483 eV. Its gap between HOMO and LUMO is 9.9 eV. Its energy above the lowest of the compared OMol25 structures with the same formula, charge and spin is 160.10 kcal/mol. The molar mass is 252.21 g/mol. As for the net charge: 0.



# 2
Molecular formula: H28O14
Method: DFT, ωB97M-V with the def2-TZVPD basis set

Geometry (Å):
1 O 0.144 -2.124 0.924
2 H -0.241 -2.988 1.168
3 H 0.259 -1.643 1.738
4 O -2.064 0.859 -1.482
5 H -1.900 0.148 -2.103
6 H -2.108 0.447 -0.634
7 O 0.123 0.498 0.314
8 H -0.256 -0.279 0.565
9 H -0.501 0.972 -0.241
10 O 0.572 -0.995 3.418
11 H 1.388 -1.421 3.754
12 H 0.938 -0.067 3.241
13 O -1.324 -2.937 -1.378
14 H -1.259 -2.302 -0.664
15 H -1.965 -2.631 -2.034
16 O -0.894 -0.665 -3.328
17 H -0.653 -0.826 -4.246
18 H -0.175 -0.153 -2.919
19 O 0.943 1.460 -2.751
20 H 0.616 1.763 -3.628
21 H 0.471 2.026 -2.169
22 O 1.878 1.200 2.523
23 H 2.188 1.476 3.329
24 H 2.252 0.412 2.192
25 O -1.192 3.463 -2.497
26 H -1.716 2.665 -2.432
27 H -0.846 3.419 -1.650
28 O 2.400 -0.526 -0.958
29 H 1.580 -0.152 -0.756
30 H 3.010 0.251 -0.907
31 O 0.659 3.368 -0.589
32 H 1.235 4.032 -1.010
33 H 1.102 3.116 0.221
34 O -2.800 -1.387 0.309
35 H -2.764 -1.143 1.224
36 H -3.041 -2.285 0.180
37 O -2.140 -1.164 2.951
38 H -2.452 -1.504 3.785
39 H -1.210 -1.068 3.115
40 O 3.151 -0.990 1.520
41 H 3.935 -1.501 1.172
42 H 2.639 -0.805 0.733

Forces on atoms 1 to 6 (eV/Å):
O -0.366 -1.121 -0.780
H 0.293 0.693 -0.163
H 0.339 -0.038 1.040
O 0.082 1.288 -0.280
H -0.006 -0.436 -0.538
H -0.800 -0.773 0.786

The HOMO energy comes out at -10.4148 eV. Its gap between HOMO and LUMO is 10.5 eV. Its energy above the lowest of the compared OMol25 structures with the same formula, charge and spin is 33.65 kcal/mol. The molar mass is 252.21 g/mol. As for the net charge: 0.



# 3
Molecular formula: H28O14
Method: DFT, ωB97M-V with the def2-TZVPD basis set

Geometry (Å):
1 O -0.646 -3.605 1.263
2 H -0.056 -3.230 0.609
3 H -0.177 -4.368 1.600
4 O -0.105 3.297 -0.419
5 H -0.426 4.170 -0.646
6 H -0.522 3.099 0.420
7 O -1.106 0.460 3.290
8 H -1.299 -0.094 4.047
9 H -0.170 0.647 3.363
10 O -2.363 2.632 -1.488
11 H -1.533 2.271 -1.175
12 H -2.915 2.676 -0.708
13 O -0.182 -3.032 -1.382
14 H -0.643 -3.178 -2.207
15 H -0.064 -2.083 -1.338
16 O 2.512 -0.735 -2.511
17 H 2.672 -0.928 -3.435
18 H 1.589 -0.952 -2.377
19 O -0.379 -0.904 -3.343
20 H -0.674 -1.750 -3.679
21 H -1.048 -0.651 -2.708
22 O 0.153 -0.389 -0.072
23 H -0.496 0.125 0.408
24 H 0.977 0.079 0.062
25 O 2.179 -2.026 2.711
26 H 1.753 -1.253 2.340
27 H 3.079 -1.747 2.879
28 O 2.396 1.072 0.587
29 H 3.326 1.183 0.783
30 H 2.222 1.701 -0.113
31 O 1.481 1.113 3.070
32 H 2.066 1.164 2.315
33 H 1.778 1.812 3.652
34 O -3.078 0.097 1.282
35 H -3.974 0.125 1.617
36 H -2.536 -0.048 2.058
37 O 1.800 2.158 -2.119
38 H 0.928 2.082 -1.733
39 H 1.743 1.670 -2.940
40 O -2.823 -0.604 -1.580
41 H -2.743 -1.543 -1.746
42 H -2.694 -0.515 -0.636

Forces on atoms 1 to 6 (eV/Å):
O -0.333 -0.042 0.537
H 0.013 0.035 -0.329
H 0.121 -0.107 0.146
O 0.865 -0.214 0.493
H -0.144 0.204 -0.308
H -0.050 -0.001 0.405

The HOMO energy comes out at -10.2051 eV. Its gap between HOMO and LUMO is 10.1 eV. Its energy above the lowest of the compared OMol25 structures with the same formula, charge and spin is 34.95 kcal/mol. The molar mass is 252.21 g/mol. As for the net charge: 0.



# 4
Molecular formula: H29MnO16P
Method: DFT, ωB97M-V with the def2-TZVPD basis set

Geometry (Å):
1 O -0.064 -3.105 -0.706
2 H 0.877 -3.239 -0.471
3 H -0.158 -3.038 -1.669
4 H -0.399 -2.239 -0.202
5 O 2.787 -0.579 -2.731
6 H 2.743 -1.452 -3.168
7 H 2.237 -0.547 -1.808
8 H 2.590 0.114 -3.384
9 O -1.287 0.471 -3.239
10 H -0.825 0.837 -2.333
11 H -0.845 0.834 -4.031
12 H -1.184 -0.497 -3.307
13 O 3.239 1.216 1.091
14 H 2.276 0.878 1.192
15 H 3.841 0.458 0.959
16 H 3.325 1.924 0.435
17 O 0.185 3.740 -1.740
18 H 0.221 3.559 -2.698
19 H -0.187 2.971 -1.189
20 H 1.107 3.901 -1.451
21 Mn -0.792 -0.342 2.389
22 P 0.217 0.137 0.038
23 O 1.480 -0.564 -0.574
24 O -0.507 1.130 -0.940
25 O 0.549 0.820 1.376
26 O -0.828 -0.985 0.461
27 O -0.037 3.469 2.280
28 H -0.578 3.654 1.507
29 H 0.333 2.587 2.151
30 O -1.788 -2.181 2.986
31 H -2.488 -2.537 3.556
32 H -1.335 -2.958 2.636
33 O -3.050 1.953 -0.340
34 H -2.225 1.480 -0.514
35 H -3.748 1.444 -0.772
36 O -2.438 0.935 2.147
37 H -3.309 0.593 2.400
38 H -2.636 1.721 1.604
39 O -2.900 -1.290 -1.315
40 H -3.655 -1.728 -0.902
41 H -2.348 -0.959 -0.593
42 O 0.905 -1.619 2.935
43 H 1.081 -2.225 3.670
44 H 1.570 -1.848 2.250
45 O 2.557 -2.350 1.035
46 H 3.190 -2.915 0.571
47 H 2.301 -1.630 0.411

Forces on atoms 1 to 6 (eV/Å):
O 0.366 -0.099 0.214
H -0.069 -0.277 0.151
H -0.319 -0.302 -0.030
H -0.554 0.492 0.229
O -0.050 -0.378 -0.040
H 0.350 0.050 -0.086

The HOMO energy (spin up / spin down) comes out at -21.7162 / -21.7258 eV. Its gap between HOMO and LUMO (spin up / spin down) is 8.3 / 8.3 eV. Its energy above the lowest of the compared OMol25 structures with the same formula, charge and spin is 0.00 kcal/mol. Its multiplicity is 6. The molar mass is 371.13 g/mol. Its expectation value of S² is 8.752. As for the net charge: +4.



# 5
Molecular formula: H29O15
Method: DFT, ωB97M-V with the def2-TZVPD basis set

Geometry (Å):
1 O 0.467 -2.548 -3.302
2 H -0.302 -3.065 -3.211
3 H 4.592 -1.654 -1.381
4 O -1.944 1.293 1.812
5 H -1.403 0.653 1.043
6 H 1.514 -0.362 -0.187
7 O 4.660 -2.516 -1.781
8 H 0.013 0.964 -1.233
9 H 0.754 -2.700 1.214
10 O -2.069 -0.601 -3.117
11 H 0.243 4.062 -1.361
12 H -1.586 -0.268 -3.892
13 O -4.717 1.838 1.457
14 H -3.863 1.475 1.074
15 H -1.128 -0.112 -0.617
16 O 1.089 0.693 2.438
17 H -2.847 0.830 4.813
18 H 1.458 0.520 1.622
19 O 0.151 1.349 -2.160
20 H -4.533 2.036 2.347
21 H -1.910 2.248 1.671
22 O 2.388 1.253 5.066
23 H 2.949 1.365 4.272
24 H 0.036 -1.652 -3.182
25 O -0.565 4.037 -1.178
26 H -0.872 4.965 -0.941
27 H 4.430 -2.220 -2.746
28 O -3.109 1.228 4.067
29 H -1.658 -0.365 -2.377
30 O -1.728 -3.591 -2.345
31 H -1.985 -3.937 -1.406
32 H -2.553 1.024 3.333
33 O 3.981 0.140 -2.052
34 H 3.167 0.072 -1.541
35 H 4.843 0.234 -1.466
36 O -0.531 0.137 0.150
37 H -0.724 1.937 -2.154
38 H 1.756 0.606 4.724
39 O -0.104 -3.106 0.976
40 H 0.252 0.935 2.192
41 H -2.566 -3.321 -2.730
42 O 2.208 -0.401 0.467
43 H -0.519 -2.269 0.671
44 H 2.266 -1.203 0.952

Forces on atoms 1 to 6 (eV/Å):
O 0.910 3.050 -0.380
H -1.332 -1.499 0.426
H -0.215 0.305 0.426
O 0.260 -0.803 -0.605
H 0.150 1.394 0.315
H -1.138 -0.688 0.133

The HOMO energy comes out at -7.0691 eV. Its gap between HOMO and LUMO is 9.6 eV. Its energy above the lowest of the compared OMol25 structures with the same formula, charge and spin is 65.24 kcal/mol. The molar mass is 269.22 g/mol. As for the net charge: -1.



# 6
Molecular formula: H29O15
Method: DFT, ωB97M-V with the def2-TZVPD basis set

Geometry (Å):
1 O -0.862 1.939 -2.484
2 H 0.128 2.125 -2.734
3 H -1.104 3.138 1.565
4 O -0.430 1.583 1.323
5 H -1.386 1.557 1.670
6 H -0.635 1.058 0.555
7 O -0.641 3.765 2.120
8 H -3.335 -0.176 -2.293
9 H -0.189 -0.955 -1.827
10 O 1.108 -1.389 3.528
11 H -3.314 -2.703 -0.465
12 H 1.191 -0.545 4.164
13 O -5.007 0.668 -0.716
14 H -4.952 1.004 0.169
15 H -0.763 -2.747 1.570
16 O 4.091 1.643 -1.811
17 H 2.679 -3.631 -2.035
18 H 4.785 1.106 -1.500
19 O -3.132 -1.053 -1.936
20 H -4.493 -0.168 -0.697
21 H -2.147 -0.678 -1.746
22 O -0.190 -1.137 0.941
23 H 0.517 -0.424 1.191
24 H -0.789 1.018 -2.006
25 O -4.025 -3.231 -0.112
26 H -4.617 -3.182 -0.878
27 H 0.144 3.326 2.548
28 O 2.008 -3.754 -1.355
29 H 1.001 -0.729 2.828
30 O 2.503 2.726 2.594
31 H 3.057 2.101 3.011
32 H 2.372 -4.507 -0.941
33 O 2.754 -2.026 1.278
34 H 2.009 -2.230 0.774
35 H 2.794 -2.220 2.239
36 O -0.733 -3.750 1.675
37 H -0.252 -4.059 0.923
38 H -0.564 -0.634 0.137
39 O -0.805 -0.362 -1.426
40 H 4.175 2.332 -2.459
41 H 2.611 2.741 1.610
42 O 1.750 4.048 -2.804
43 H 1.530 3.656 -3.625
44 H 1.163 4.759 -2.564

Forces on atoms 1 to 6 (eV/Å):
O 3.017 0.158 -0.479
H -2.941 -0.492 0.927
H 0.875 0.378 -0.026
O -2.729 -1.208 0.506
H 2.110 -0.234 0.034
H 0.531 -0.340 -1.280

The HOMO energy comes out at -6.5059 eV. Its gap between HOMO and LUMO is 8.8 eV. Its energy above the lowest of the compared OMol25 structures with the same formula, charge and spin is 73.70 kcal/mol. The molar mass is 269.22 g/mol. As for the net charge: -1.



# 7
Molecular formula: H2I2O2P
Method: DFT, ωB97M-V with the def2-TZVPD basis set

Geometry (Å):
1 O -0.019 -0.082 -0.806
2 O 0.337 -0.231 1.597
3 P 1.066 -0.485 0.248
4 I 1.940 -2.851 -0.069
5 I 3.211 1.631 -0.019
6 H -0.042 -0.549 -1.727
7 H -0.432 0.289 1.457

Forces on atoms 1 to 6 (eV/Å):
O -0.095 -1.414 -2.328
O 1.639 -1.174 0.219
P 2.646 0.529 -0.847
I -0.713 1.808 0.359
I -1.862 -2.008 0.263
H 0.153 1.191 2.173

The HOMO energy (spin up / spin down) comes out at -14.2494 / -14.2488 eV. Its gap between HOMO and LUMO (spin up / spin down) is 6.5 / 6.5 eV. Its energy above the lowest of the compared OMol25 structures with the same formula, charge and spin is 44.78 kcal/mol. The molar mass is 318.80 g/mol. As for the net charge: +1.



# 8
Molecular formula: H2INS
Method: DFT, ωB97M-V with the def2-TZVPD basis set

Geometry (Å):
1 N -0.241 -1.314 -0.740
2 S -0.953 -0.936 0.517
3 I -2.990 0.084 -0.008
4 H -0.396 -0.708 -1.554
5 H 0.461 0.911 1.397

Forces on the atoms, in the same order (eV/Å):
N 1.155 -0.312 -2.535
S 0.175 0.309 2.587
I -1.159 0.690 -0.143
H 0.184 -0.430 0.178
H -0.354 -0.257 -0.087

The HOMO energy (spin up / spin down) comes out at -8.4880 / -10.0451 eV. Its gap between HOMO and LUMO (spin up / spin down) is 7.5 / 8.9 eV. Its energy above the lowest of the compared OMol25 structures with the same formula, charge and spin is 92.46 kcal/mol. The molar mass is 174.99 g/mol. As for the net charge: 0.



# 9
Molecular formula: H2INS
Method: DFT, ωB97M-V with the def2-TZVPD basis set

Geometry (Å):
1 N -1.112 -0.517 -0.001
2 S -0.096 0.618 -0.108
3 I 2.475 -0.038 0.029
4 H -1.240 -0.942 -1.050
5 H -0.027 0.879 1.130

Forces on the atoms, in the same order (eV/Å):
N -0.910 -2.415 -3.219
S 0.990 0.104 -2.369
I -0.462 0.098 0.034
H 0.170 1.431 3.134
H 0.211 0.783 2.420

The HOMO energy (spin up / spin down) comes out at -9.1478 / -9.1479 eV. Its gap between HOMO and LUMO (spin up / spin down) is 7.9 / 7.9 eV. Its energy above the lowest of the compared OMol25 structures with the same formula, charge and spin is 41.80 kcal/mol. The molar mass is 174.99 g/mol. As for the net charge: 0.



# 10
Molecular formula: H2IO2PS
Method: DFT, ωB97M-V with the def2-TZVPD basis set

Geometry (Å):
1 O -2.809 -0.346 -1.339
2 P -1.872 0.354 -0.503
3 S -1.965 0.592 1.404
4 I -0.017 1.087 -1.748
5 O 2.392 -0.212 0.864
6 H 2.819 -0.910 0.225
7 H 1.452 -0.567 1.097

Forces on atoms 1 to 6 (eV/Å):
O -0.978 -0.648 -1.136
P 0.390 0.362 2.253
S 0.404 0.095 -1.184
I 0.196 0.193 0.041
O -1.157 -2.660 -1.144
H -1.497 1.892 1.934

The HOMO energy comes out at -10.0910 eV. Its gap between HOMO and LUMO is 9.0 eV. Its energy above the lowest of the compared OMol25 structures with the same formula, charge and spin is 37.51 kcal/mol. The molar mass is 223.96 g/mol. Its SMILES is O=P(=S)I.O. As for the net charge: 0.



# 11
Molecular formula: H2LiO
Method: DFT, ωB97M-V with the def2-TZVPD basis set

Geometry (Å):
1 O 0.160 -0.061 0.043
2 H 0.833 0.396 -0.511
3 H 0.686 -0.597 0.679
4 Li -1.679 0.261 -0.210

Forces on the atoms, in the same order (eV/Å):
O 0.894 0.087 -0.070
H -0.529 -0.409 0.478
H -0.582 0.426 -0.509
Li 0.217 -0.104 0.101

The HOMO energy comes out at -18.2955 eV. Its gap between HOMO and LUMO is 13.3 eV. Its energy above the lowest of the compared OMol25 structures with the same formula, charge and spin is 0.40 kcal/mol. The molar mass is 24.96 g/mol. As for the net charge: +1.



# 12
Molecular formula: H2N2O2
Method: DFT, ωB97M-V with the def2-TZVPD basis set

Geometry (Å):
1 N -1.072 -0.404 0.526
2 N 1.103 0.155 -0.437
3 O -1.980 0.448 -0.027
4 O 2.198 -0.076 0.327
5 H -1.100 -1.288 -0.027
6 H 0.851 1.164 -0.362

Forces on the atoms, in the same order (eV/Å):
N -2.184 0.412 0.576
N 2.036 -0.202 -0.516
O 0.459 -0.758 0.291
O -0.437 0.459 -0.449
H 0.054 0.240 -0.228
H 0.073 -0.151 0.325

The HOMO energy (spin up / spin down) comes out at 4.0132 / 2.6935 eV. Its gap between HOMO and LUMO (spin up / spin down) is 4.7 / 6.0 eV. Its multiplicity is 3. The molar mass is 62.03 g/mol. Its expectation value of S² is 2.012. As for the net charge: -2.



- Look up the net charge of the seventh one.
  +1



- The highest net charge belongs to which entry?
  H29MnO16P



- net charge of number 6 (H29O15)?
  -1



- What is the net charge in the ninth record?
  0